Entry 1:
This record from OMol25 describes a cluster of 2 separate species, C6H16 in total. The level of theory is the ωB97M-V functional and the def2-TZVPD basis.

As for the SMILES: CC(C)C.CC. Its strongest force on any atom is 3.171 eV/A. The value obtained for the energy above the lowest of the compared OMol25 structures with the same formula, charge and spin is 35.73 kcal per mole.

Each line ends with the Löwdin charge.
CARTESIAN COORDINATES (ANGSTROEM)
C -0.9910 2.7898 0.7527  -0.110
H 0.0904 -2.4634 -0.9855  0.025
C 2.0694 -1.8815 -1.6868  -0.179
C -1.0512 1.3187 1.1965  -0.469
H -3.1662 0.9097 0.8554  0.080
H -2.1052 -0.4734 0.9335  0.076
H 0.6607 -0.1855 1.4126  0.070
C 1.0816 -2.6613 -0.7885  -0.168
H 0.1399 3.0087 0.7181  0.075
H 1.7030 -1.3425 -2.5786  0.056
H 1.0931 1.3488 0.3799  0.089
H -1.0293 3.0067 -0.3385  0.077
H 2.7577 -1.2483 -1.0476  0.076
H 1.2591 -2.3076 0.2441  0.055
C 0.2944 0.5599 0.6785  -0.069
H 0.1245 0.0090 -0.2315  0.031
H -1.1801 1.3495 2.2757  0.120
H -1.9695 0.5224 -0.5551  0.105
H 2.6524 -2.6279 -2.3102  0.067
H 1.3659 -3.7072 -0.7617  0.060
C -2.1576 0.5653 0.5732  -0.140
H -1.6419 3.5100 1.2640  0.072

Atoms 1-2, force components in eV/Å:
C 2.7 0.4 -1.5
H -2.2 0.0 -0.7

Entry 2:
This record from OMol25 describes an isolated molecule of C6H9N. The level of theory is the ωB97M-V functional and the def2-TZVPD basis.

Its strongest force on any atom is 2.048 eV/A. The value obtained for the energy above the lowest of the compared OMol25 structures with the same formula, charge and spin is 128.39 kcal per mole.

Each line ends with the Löwdin charge.
CARTESIAN COORDINATES (ANGSTROEM)
H 3.0576 0.4576 -0.4978  0.077
H 2.9394 -0.7938 0.7655  0.079
H -2.6996 1.6632 0.0486  0.033
C -2.5368 0.5987 0.1786  -0.043
C -1.2490 -0.0393 0.0692  -0.480
H -1.7496 -0.5662 1.0086  0.203
C 0.6167 -0.7746 -1.0826  -0.081
H 2.5626 0.8887 1.1204  0.068
C 2.4949 0.1177 0.3720  -0.045
H -0.2259 1.0924 1.5184  0.126
H 1.2370 -0.7113 -1.9703  0.127
C 1.0444 -0.0844 0.0178  -0.290
N -0.7720 -0.6662 -1.1942  0.067
C -0.0603 0.3727 0.7310  0.010
H -1.2037 -1.5939 -1.2295  0.136
H -3.4556 0.0387 0.1445  0.015

Atoms 1-2, force components in eV/Å:
H 0.1 -0.1 0.0
H 0.0 0.0 0.0

Entry 3:
This record from OMol25 describes the ion C5H10N3O2S with charge +1. The level of theory is the ωB97M-V functional and the def2-TZVPD basis.

Its strongest force on any atom is 4.858 eV/A. The charge is +1. The value obtained for the energy above the lowest of the compared OMol25 structures with the same formula, charge and spin is 76.28 kcal per mole.

Each line ends with the Löwdin charge.
CARTESIAN COORDINATES (ANGSTROEM)
C -0.9158 -3.6751 0.9484  -0.090
H 1.2197 2.8957 -1.4321  0.053
H 0.9356 3.9115 -0.0706  0.075
H 0.3748 1.1375 -2.3378  0.142
H 0.5988 -0.6303 -1.7669  0.114
N 0.4601 0.3885 -1.6779  0.274
O 0.0027 -2.3396 -1.1935  -0.499
C -0.3992 -0.1080 0.6767  -0.324
H -0.9375 0.7107 2.5439  0.128
H -0.2093 3.7245 -1.3470  0.125
O -1.5126 -0.8293 0.3587  -0.266
H -1.7132 -3.5779 1.5448  0.009
H -0.0542 -3.2395 1.3687  0.041
N 0.0723 2.1002 -0.0854  -0.090
S -1.2991 -2.4629 -0.5347  1.092
H -0.7838 -4.5323 0.3654  0.041
C 0.5808 3.2580 -0.7600  0.022
N -0.6843 0.9908 1.6339  0.067
C -0.4052 2.2478 1.1965  0.052
H 0.4735 -0.5955 1.2492  0.195
C 0.1415 0.8325 -0.4967  -0.162

Atoms 1-2, force components in eV/Å:
C 1.1 3.1 -3.6
H 3.4 -0.8 -2.6

Entry 4:
This record from OMol25 describes an isolated molecule of C3H5N3. The level of theory is the ωB97M-V functional and the def2-TZVPD basis.

As for the SMILES: C/N=N/C=C=N. Its strongest force on any atom is 0.748 eV/A. The value obtained for the energy above the lowest of the compared OMol25 structures with the same formula, charge and spin is 74.17 kcal per mole.

Each line ends with the Löwdin charge.
CARTESIAN COORDINATES (ANGSTROEM)
H 1.4900 1.8492 0.7120  0.076
N 0.0324 0.5147 0.0623  -0.094
H -1.9179 -1.6566 1.2427  0.085
N 0.5422 -0.0549 -0.9196  -0.003
C 0.4864 1.8753 0.2748  -0.115
H 0.3927 -1.9784 -1.9025  0.084
N -0.9703 -2.0231 1.1551  0.167
H 0.5075 2.4636 -0.6470  0.072
H -0.1933 2.3243 1.0015  0.065
C -0.5105 -1.8905 0.0357  -0.190
C 0.1407 -1.4235 -1.0149  -0.147

Atoms 1-2, force components in eV/Å:
H -0.1 0.1 -0.1
N 0.3 -0.1 -0.5

Entry 5:
This record from OMol25 describes a cluster of 8 separate species, C18H52O8 in total. The level of theory is the ωB97M-V functional and the def2-TZVPD basis.

As for the SMILES: CC(C)O.CC(C)O.CC(C)O.CC(C)O.CC(C)O.CO.CO.CO. Its strongest force on any atom is 11.493 eV/A. The value obtained for the energy above the lowest of the compared OMol25 structures with the same formula, charge and spin is 168.31 kcal per mole.

Each line ends with the Löwdin charge.
CARTESIAN COORDINATES (ANGSTROEM)
H 2.3414 0.2413 -3.4402  0.110
H -2.9541 -1.6370 5.3894  0.085
H 1.5888 -2.2577 -2.0797  0.037
H -3.1276 1.1351 6.4888  0.148
H 0.3926 -0.7747 -4.2607  0.073
H -1.6385 -1.3452 -1.5696  0.059
C -1.5328 -1.2361 -2.6385  -0.038
H 3.6513 -2.5442 -3.5662  0.136
H -0.7396 2.0587 -2.4457  0.083
H -1.5639 1.7631 4.6051  0.087
C 0.6198 -3.3066 -0.6431  -0.146
O 1.8660 1.9632 -1.6554  -0.008
H -2.5167 -1.0754 -3.0344  0.079
C 3.4850 -1.7332 -5.4596  -0.028
C -0.6106 -0.0392 -2.9270  -0.619
C 2.9118 2.9628 0.0508  -0.015
H -1.7408 0.9664 -1.4609  0.056
H -0.2427 0.2632 1.8919  0.037
H 2.8651 -0.9915 -6.0316  0.108
O -0.5327 2.5737 0.3216  -0.111
H 0.2703 -0.2223 -2.2526  0.116
H 2.0966 3.6280 0.2565  0.070
O -3.7315 0.7952 4.6544  0.022
H 1.0315 -0.7689 -0.1140  0.035
H -2.1629 1.4419 -3.1674  0.081
H 4.1191 -0.1809 -3.2986  0.073
H -4.7123 -2.4846 1.9704  0.098
C 3.1249 -0.5383 -3.2248  -0.014
O 1.4160 -2.2881 -1.1397  -0.133
H -2.2151 -3.0385 2.6664  0.049
H -1.2528 -0.0070 4.3772  0.056
C -0.3404 2.9999 1.6278  -0.189
O 0.8049 0.0836 0.2331  -0.143
H -0.8150 2.3596 2.4524  0.071
H -3.7471 -1.0197 2.9734  0.102
C 3.2707 3.5950 -2.3931  -0.017
C -3.3216 -1.3473 2.0758  -0.603
H -2.5309 0.7185 1.8761  0.077
H 1.4861 1.5408 -0.8908  0.054
H 3.8592 3.4502 0.2627  0.075
H 0.7524 2.8574 1.8303  0.065
H -4.0371 -0.9665 6.6367  0.098
H -1.5337 -2.3651 1.2363  0.065
H 1.0256 -1.0007 1.9927  0.098
O -0.2087 -0.0468 -4.1159  0.034
C -3.0616 -0.0777 1.2707  -0.029
H -0.7519 0.8766 5.7586  0.068
H 3.3746 -2.6167 -6.0208  0.056
O -4.2613 -1.8692 1.4420  0.045
H 4.5223 -1.4021 -5.4593  0.087
H -0.3403 -3.4807 -1.1931  0.091
H -4.5964 0.3641 4.8291  0.139
C 0.7442 -0.0141 1.6360  -0.115
H 2.8705 2.0577 0.6894  0.080
H 0.3565 -3.1375 0.3918  0.062
H 1.4509 0.7398 1.9709  0.078
C -1.5359 0.7575 5.0605  -0.022
C -1.9938 -2.1411 2.1980  -0.008
C -3.0524 -0.8326 6.1343  -0.069
C 2.9832 -1.8483 -4.0316  -0.608
H -1.2256 -1.6900 2.8066  0.051
H 3.1303 -0.8189 -2.1887  0.069
C -2.9366 0.5039 5.5875  -0.689
C -1.4003 1.1784 -2.4615  -0.018
H 1.6213 -3.0159 -4.4346  0.167
H -2.3466 -0.1608 0.4130  0.064
H -1.2121 -2.1585 -3.0150  0.047
H 2.4888 4.3614 -2.2717  0.093
H 1.2388 -4.2094 -0.7205  0.086
H -2.2579 -1.0101 6.8646  0.094
H 3.5858 1.6342 -1.4291  0.110
H -0.5528 4.0077 1.9191  0.073
H 3.1773 3.3903 -3.4449  0.072
H 4.2080 4.0550 -2.0999  0.076
C 2.9637 2.4765 -1.4273  -0.641
O 1.7655 -2.1858 -3.9241  -0.021
H -4.0102 0.3902 0.8945  0.105
H -0.1156 1.6940 0.1954  0.034

Atoms 1-2, force components in eV/Å:
H 0.9 -0.8 0.1
H 0.0 0.2 -0.1

Entry 6:
This record from OMol25 describes a structure of composition C6H7LiNaO3. The level of theory is the ωB97M-V functional and the def2-TZVPD basis.

Its strongest force on any atom is 4.877 eV/A. The charge is +1. The value obtained for the energy above the lowest of the compared OMol25 structures with the same formula, charge and spin is 10.65 kcal per mole.

Each line ends with the Löwdin charge.
CARTESIAN COORDINATES (ANGSTROEM)
H 1.9396 -2.0576 -1.2184  0.140
Na 0.3058 0.9625 1.0072  0.607
C 2.0779 -1.5608 -0.2436  -0.076
H -0.8569 -3.0585 -1.4178  0.057
Li -1.9692 3.8255 0.1685  0.860
H 1.9800 -1.4525 1.8175  0.104
O -1.7112 2.0475 0.4112  -0.291
C -1.9701 -0.2327 -0.0473  -0.039
C -0.6571 -2.4360 -0.5402  -0.061
H 2.9453 -2.1741 0.0602  0.123
C -1.4062 -1.3135 -0.3658  -0.112
O 1.6812 -0.8594 1.1229  -0.110
C 2.5493 -0.1739 -0.5884  -0.218
C -2.4447 1.0406 0.0910  -0.315
H -3.4701 1.2360 -0.2664  0.118
H 3.6221 -0.1301 -0.8696  0.145
O 1.8071 0.8083 -0.7358  0.001
H -0.3781 -2.9573 0.3819  0.068

Atoms 1-2, force components in eV/Å:
H -2.9 -0.3 0.7
Na -0.3 -0.2 -0.3

Number 1: gap between HOMO and LUMO 0.4424 Ha, total energy -238.1396 Ha. Number 2: gap between HOMO and LUMO 0.2197 Ha, total energy -288.5774 Ha. Number 3: gap between HOMO and LUMO 0.3311 Ha, total energy -909.0918 Ha. Number 4: gap between HOMO and LUMO 0.3496 Ha, total energy -281.4718 Ha. Number 5: gap between HOMO and LUMO 0.3336 Ha, total energy -1318.6639 Ha. Number 6: gap between HOMO and LUMO 0.2166 Ha, total energy -628.0120 Ha.